No. 1
Formula: C43H51BrCsN5O2Te
Source: the OMol25 dataset
Level of theory: ωB97M-V/def2-TZVPD

Structure (ORCA input):
```
! RIJCOSX wB97M-V def2-TZVPD def2/J DEFGRID3
* xyz -2 1
Cs -1.3419 -0.1623 0.6021
C -3.6747 -0.4160 2.9529
C -2.5869 0.2787 3.5403
C -2.5805 1.5924 2.9640
C -3.6633 1.6377 2.0485
C -4.3383 0.4127 2.0359
C -5.5603 0.0382 1.2213
C -6.0076 1.2014 0.3355
C -6.7134 -0.3334 2.1662
C -5.2601 -1.1677 0.3207
C -1.6661 2.8134 3.1505
C -0.2487 2.6335 2.5704
C -1.5560 3.2416 4.6230
C -2.2522 4.0304 2.4147
C -1.7693 -0.3841 4.6574
C -2.3191 0.0209 6.0381
C -0.2626 -0.0972 4.6147
C -1.8906 -1.9151 4.5730
H -3.9668 -1.4324 3.1813
H -3.9172 2.4797 1.4231
H -6.2513 2.0789 0.9399
H -6.8983 0.9193 -0.2353
H -5.2293 1.4801 -0.3779
H -6.9556 0.5106 2.8163
H -6.4332 -1.1752 2.8033
H -7.6108 -0.6103 1.6004
H -4.4976 -0.9248 -0.4218
H -6.1588 -1.4845 -0.2207
H -4.8977 -2.0131 0.9100
H 0.3033 1.8120 3.0203
H 0.3314 3.5505 2.7239
H -0.2767 2.4617 1.4913
H -1.0741 2.4927 5.2456
H -2.5540 3.4213 5.0300
H -0.9747 4.1669 4.7085
H -2.2982 3.8652 1.3376
H -1.6163 4.9034 2.5931
H -3.2593 4.2571 2.7687
H -2.2626 1.0973 6.1914
H -1.7644 -0.4743 6.8450
H -3.3705 -0.2663 6.1096
H -0.0279 0.9475 4.7950
H 0.1710 -0.3830 3.6527
H 0.2445 -0.6805 5.3915
H -2.9154 -2.2500 4.7321
H -1.2645 -2.3752 5.3444
H -1.5589 -2.2823 3.5989
Br 12.1388 -0.1436 -4.4780
C 10.5317 -0.4140 -3.4867
C 9.3413 0.1190 -3.9563
C 8.1746 -0.0741 -3.2380
C 8.1829 -0.8024 -2.0406
C 9.3994 -1.3257 -1.5942
C 10.5713 -1.1374 -2.3076
N 7.0637 -1.0491 -1.2317
N 5.9838 -0.5690 -1.7083
C 4.8450 -0.7310 -0.9962
C 4.7732 -1.3983 0.2470
C 3.6069 -1.5224 0.9424
C 2.3641 -0.9869 0.4602
O 1.2886 -1.1377 1.0700
C 2.4214 -0.2799 -0.8345
N 1.2511 0.2211 -1.2920
C 1.2353 0.8386 -2.4518
C 2.3927 0.9961 -3.2358
C 3.5826 0.4952 -2.7832
C 3.6314 -0.1725 -1.5416
H 9.3286 0.6842 -4.8790
H 7.2403 0.3384 -3.5901
H 9.4013 -1.8855 -0.6675
H 11.5068 -1.5472 -1.9509
H 5.6894 -1.8191 0.6402
H 3.5732 -2.0443 1.8913
H 0.2749 1.2216 -2.7891
H 2.3251 1.5118 -4.1853
H 4.4942 0.5967 -3.3564
Te -2.7637 1.5996 -3.0542
C -3.1537 2.8475 -4.7107
C -4.2631 3.7027 -4.7372
C -4.5273 4.5208 -5.8268
C -3.6898 4.5158 -6.9359
C -2.5837 3.6747 -6.9304
C -2.3231 2.8580 -5.8389
H -4.9259 3.7198 -3.8805
H -5.3966 5.1701 -5.8085
H -3.8946 5.1550 -7.7871
H -1.9151 3.6540 -7.7851
H -1.4570 2.2071 -5.8524
N -2.1706 -2.7910 -1.0351
C -1.2036 -3.4215 -1.0671
N -0.0620 -4.1181 -1.1440
C 0.4827 -4.5465 0.1562
C 1.6325 -5.4963 -0.1114
O 2.6401 -4.8852 -0.8909
C 2.1293 -4.4466 -2.1381
C 0.9831 -3.4721 -1.9667
H -0.3040 -5.0478 0.7194
H 0.8368 -3.6754 0.7219
H 1.2540 -6.3934 -0.6227
H 2.0990 -5.7936 0.8274
H 1.7973 -5.3148 -2.7243
H 2.9531 -3.9565 -2.6546
H 0.5546 -3.2088 -2.9328
H 1.3329 -2.5575 -1.4733
*
```

Output
HOMO in eV: -1.466
Electronic energy in a.u.: -4955.6151
Kohn-Sham gap in eV: 4.628
ΔE to the lowest compared entry with this formula, charge and spin in eV: 0.000


No. 2
Formula: C23H24N4O5S
Source: the OMol25 dataset
Level of theory: ωB97M-V/def2-TZVPD

Structure (ORCA input):
```
! RIJCOSX wB97M-V def2-TZVPD def2/J DEFGRID3
* xyz 0 1
O -3.1879 -2.4583 1.8087
C -3.3528 -2.3671 0.6180
C -4.7212 -2.4162 -0.0430
C -5.3360 -1.0061 0.0856
N -4.3637 0.0360 -0.1686
C -3.8706 0.8576 0.8504
O -4.3020 0.8820 1.9711
C -2.7724 1.6328 0.2317
C -1.8965 2.5452 0.7812
C -0.9176 3.0859 -0.0476
C -0.8366 2.7271 -1.3841
C -1.7242 1.8108 -1.9404
C -2.6847 1.2649 -1.1144
C -3.6941 0.2125 -1.3684
O -3.8991 -0.4297 -2.3718
N -2.3473 -2.1150 -0.2848
C -1.1505 -1.4399 -0.0557
C -0.3746 -1.1078 -1.1700
C 0.7326 -0.2994 -1.0273
C 1.0624 0.1753 0.2266
S 2.3797 1.3470 0.3966
O 2.9886 1.6188 -0.8722
O 1.9290 2.4761 1.1605
N 3.5010 0.5767 1.4091
C 4.1247 -0.5231 0.8712
N 3.4529 -1.1970 0.0344
C 4.0839 -2.3100 -0.6224
C 5.1869 -1.8724 -1.6091
C 5.8558 -0.5484 -1.2364
C 6.5197 -0.5439 0.1430
C 5.5387 -0.8245 1.2997
C 0.3341 -0.1782 1.3438
C -0.7681 -1.0018 1.2120
H -5.3619 -3.1247 0.4799
H -4.6456 -2.6950 -1.0934
H -5.6852 -0.8430 1.1083
H -6.1706 -0.9018 -0.6125
H -1.9642 2.8165 1.8226
H -0.1958 3.7743 0.3617
H -0.0615 3.1574 -1.9991
H -1.6632 1.5262 -2.9792
H -2.5863 -2.2030 -1.2646
H -0.6687 -1.4622 -2.1472
H 1.3450 -0.0136 -1.8659
H 4.0249 1.1834 2.0189
H 4.5082 -3.0036 0.1165
H 3.2940 -2.8401 -1.1607
H 4.7473 -1.7500 -2.6001
H 5.9371 -2.6635 -1.6707
H 6.6195 -0.3282 -1.9860
H 5.1104 0.2494 -1.2830
H 6.9711 0.4394 0.2908
H 7.3237 -1.2830 0.1643
H 5.5833 -1.8809 1.5765
H 5.8050 -0.2371 2.1791
H 0.6233 0.2104 2.3065
H -1.3543 -1.2794 2.0725
*
```

Output
HOMO in eV: -8.522
Electronic energy in a.u.: -1884.3249
SMILES string: O=C(CCN1C(=O)c2ccccc2C1=O)Nc1ccc(S(=O)(=O)NC2=NCCCCC2)cc1
Kohn-Sham gap in eV: 8.085
ΔE to the lowest compared entry with this formula, charge and spin in eV: 0.294


No. 3
Formula: C19H25N3O
Source: the OMol25 dataset
Level of theory: ωB97M-V/def2-TZVPD

Structure (ORCA input):
```
! RIJCOSX wB97M-V def2-TZVPD def2/J DEFGRID3
* xyz 0 1
C 6.8800 -0.2852 -0.4136
C 6.0806 -1.4031 -0.2552
C 4.7132 -1.2608 -0.0957
C 4.1223 -0.0042 -0.0904
C 2.6282 0.1393 0.0704
C 2.0252 0.6351 -1.2522
C 0.5071 0.4984 -1.3332
C -0.2552 1.1501 -0.1678
N -0.1794 0.4836 1.1136
C -0.6143 -0.8980 1.1308
C -1.9672 -1.0247 0.5268
N -3.1061 -0.6811 1.0403
C -4.0027 -1.0116 0.0643
C -5.4574 -0.7564 0.1826
C -5.7097 0.7387 0.1763
C -7.0159 1.2662 -0.3316
C -5.7641 1.4664 -1.1317
N -3.4338 -1.5361 -0.9834
O -2.1025 -1.5535 -0.6958
C 0.9726 0.7827 1.9445
C 2.2959 1.0918 1.2282
C 4.9358 1.1116 -0.2518
C 6.3023 0.9731 -0.4114
H 7.9475 -0.3929 -0.5374
H 6.5219 -2.3893 -0.2551
H 4.0965 -2.1406 0.0270
H 2.2198 -0.8509 0.2957
H 2.3032 1.6819 -1.3952
H 2.4680 0.0661 -2.0744
H 0.1671 0.9678 -2.2590
H 0.2354 -0.5568 -1.3937
H 0.0906 2.1749 -0.0222
H -1.3156 1.2036 -0.4425
H -0.6914 -1.2099 2.1761
H 0.0545 -1.5964 0.5975
H -5.9644 -1.2355 -0.6548
H -5.8151 -1.1852 1.1216
H -5.2495 1.2490 1.0131
H -7.4531 2.1195 0.1638
H -7.7433 0.5567 -0.6955
H -5.6399 0.8886 -2.0350
H -5.3421 2.4581 -1.1893
H 0.7180 1.6544 2.5634
H 1.1265 -0.0609 2.6204
H 2.2780 2.1165 0.8541
H 3.0883 1.0372 1.9790
H 4.4992 2.0992 -0.2504
H 6.9199 1.8511 -0.5345
*
```

Output
HOMO in eV: -8.369
Electronic energy in a.u.: -978.4478
SMILES string: c1ccc([C@@H]2CCCN(Cc3nc(CC4CC4)no3)CC2)cc1
Kohn-Sham gap in eV: 9.188
ΔE to the lowest compared entry with this formula, charge and spin in eV: 3.162


No. 4
Formula: C5H15N2
Source: the OMol25 dataset
Level of theory: ωB97M-V/def2-TZVPD

Structure (ORCA input):
```
! RIJCOSX wB97M-V def2-TZVPD def2/J DEFGRID3
* xyz 1 1
C -1.3443 2.1396 -1.3452
N 1.8050 0.8785 0.9140
C 1.2042 1.8702 1.7737
C -1.8857 1.4104 -0.3771
N 0.2051 -1.1024 0.4764
C 0.4985 -1.8619 -0.6607
C -0.7093 -2.7972 -1.0295
H -0.4034 1.7964 -1.7661
H -1.8110 2.9682 -1.8620
H 2.7776 0.6663 1.0944
H 1.1546 2.7877 1.1647
H 1.8151 2.1015 2.6434
H 0.1868 1.5797 2.0190
H -2.7366 1.6931 0.2255
H -1.2665 0.5656 -0.0694
H -0.0161 -1.7306 1.2669
H 1.1799 -0.0026 0.8771
H 1.2782 -2.6181 -0.4485
H 0.9168 -1.2669 -1.4687
H -0.3866 -3.4175 -1.8636
H -0.8918 -3.3986 -0.1432
H -1.5705 -2.2614 -1.4213
*
```

Output
HOMO in eV: -13.232
Electronic energy in a.u.: -308.5307
Kohn-Sham gap in eV: 4.726
ΔE to the lowest compared entry with this formula, charge and spin in eV: 7.129


No. 5
Formula: C26H23BrN4O6STa
Source: the OMol25 dataset
Level of theory: ωB97M-V/def2-TZVPD

Structure (ORCA input):
```
! RIJCOSX wB97M-V def2-TZVPD def2/J DEFGRID3
* xyz 3 1
Ta -0.6786 -0.5395 0.2360
N -1.0417 -3.0249 1.0533
C -1.5657 -2.9503 2.4433
C -1.7725 -1.5047 2.8634
O -1.9522 -1.1242 3.9621
O -1.6472 -0.6744 1.7791
H -1.7263 -3.4915 0.4640
H -0.2197 -3.6209 1.0321
H -0.8714 -3.3905 3.1573
H -2.5173 -3.4706 2.5541
N -0.2580 -5.0745 -5.6892
C -0.2388 -4.9820 -4.3645
O -0.3145 -5.8811 -3.5516
C -0.1750 -3.6430 -3.6556
C 0.9232 -3.3539 -2.8360
C 0.8095 -2.4035 -1.8592
N -0.3356 -1.7021 -1.6426
C -1.3716 -1.9239 -2.4924
C -1.3187 -2.8543 -3.5015
H -0.3289 -5.9933 -6.1046
H -0.1929 -4.2832 -6.3070
H 1.8470 -3.9067 -2.9412
H 1.6447 -2.1833 -1.2063
H -2.2717 -1.3460 -2.3409
H -2.1851 -2.9944 -4.1343
Br -1.5070 5.6713 -4.1894
C -2.3753 4.2776 -3.2848
C -3.7711 4.1266 -3.3673
N -4.4212 3.2398 -2.6316
C -3.7805 2.3801 -1.8784
C -2.3700 2.3359 -1.8791
C -1.6687 3.3353 -2.5727
C -1.6972 1.3164 -1.1417
O -0.4469 1.3425 -0.8181
O -2.3101 0.2564 -0.7008
H -4.3622 4.7258 -4.0509
H -4.3722 1.7416 -1.2317
H -0.5861 3.3511 -2.5737
O 1.0528 -0.5702 0.9220
S 2.1057 -0.2769 2.1355
C 3.1670 1.0044 1.5247
C 2.7725 1.9611 0.5966
C 3.6711 2.9623 0.2763
C 4.9293 2.9995 0.8710
C 5.3094 2.0243 1.7835
C 4.4302 1.0046 2.1084
C 1.0534 0.5948 3.2777
C 0.2813 1.6768 2.8564
C -0.4871 2.3437 3.7917
C -0.4504 1.9621 5.1316
C 0.3480 0.9044 5.5387
C 1.0995 0.2004 4.6082
H 1.8109 1.9151 0.1026
H 3.3928 3.7220 -0.4414
H 5.6248 3.7840 0.6052
H 6.2925 2.0481 2.2326
H 4.7233 0.2246 2.8026
H 0.3274 2.0515 1.8363
H -1.0931 3.1853 3.4832
H -1.0370 2.5081 5.8579
H 0.3868 0.6209 6.5815
H 1.7164 -0.6348 4.9196
*
```

Output
HOMO in eV: -16.393
Electronic energy in a.u.: -4703.4313
Kohn-Sham gap in eV: 5.873
ΔE to the lowest compared entry with this formula, charge and spin in eV: 0.705


No. 6
Formula: C11H20N2O5S4TeTi
Source: the OMol25 dataset
Level of theory: ωB97M-V/def2-TZVPD

Structure (ORCA input):
```
! RIJCOSX wB97M-V def2-TZVPD def2/J DEFGRID3
* xyz 0 1
Ti -1.2770 5.8191 13.6762
C -2.1949 2.6000 16.4324
C -1.8028 2.7110 14.9557
O -2.4035 3.7544 14.2242
C -3.8255 3.9541 14.4230
C -4.0458 5.0611 15.4234
O -2.9057 5.9078 15.3669
C -3.0970 7.0258 16.2481
C -2.9112 6.7134 17.7424
O -1.5790 6.3411 17.9472
C -1.2666 5.2374 18.7657
C -1.8321 3.9325 18.3453
O -1.4091 3.5624 17.0184
H -1.9144 1.5306 16.8039
H -3.2171 2.7577 16.5819
H -2.0413 1.7756 14.4462
H -0.7441 2.8649 14.9430
H -4.3774 3.0069 14.7288
H -4.1065 4.3288 13.4100
H -3.9936 4.6189 16.4701
H -5.0129 5.5221 15.3031
H -4.1557 7.4034 16.1730
H -2.4064 7.7957 15.9773
H -3.5956 5.9402 18.0735
H -3.1515 7.6902 18.2584
H -1.4517 5.3897 19.8029
H -0.2321 5.2129 18.7299
H -2.8854 3.9227 18.4080
H -1.4751 3.1640 19.1032
O 4.8530 7.2159 12.9694
C 3.6843 6.9845 13.0953
S 2.6962 6.3030 11.7770
C 1.4298 5.6721 12.8899
C 1.5416 6.0054 14.1784
S 0.3771 5.5112 15.3368
S 2.8290 7.1055 14.6652
S 0.1535 4.5883 12.3471
N -3.9242 5.9882 11.6002
N -2.6336 5.3882 11.9077
H -3.8233 7.0047 11.7480
H -4.0654 5.8346 10.5918
H -1.9647 5.7184 11.2312
H -2.7591 4.4008 11.8028
Te -1.2975 8.1936 13.1560
*
```

Output
HOMO (alpha / beta) in eV: -7.119 / -7.119
Electronic energy in a.u.: -3627.0504
Kohn-Sham gap (alpha / beta) in eV: 7.021 / 7.022
ΔE to the lowest compared entry with this formula, charge and spin in eV: 0.550